98
Properties=species:S:1:pos:R:3 method="wB97M-V/def2-TZVPD" homo_energy_ev=-7.9 total_energy_ha=-2282.16838 de_lowest_kj_mol=0.0 total_charge=+1
C -0.594 -2.413 -1.477
C 1.610 -2.307 -0.686
C -0.335 -3.583 -2.190
C 1.863 -3.581 -1.254
C 0.904 -4.205 -2.029
H -1.131 -3.997 -2.809
H 2.851 -4.008 -1.081
H 1.094 -5.176 -2.480
N 0.330 -1.783 -0.734
P -2.611 -0.913 -0.121
P 2.824 0.128 0.159
C -2.013 -1.804 -1.607
H -2.011 -1.100 -2.455
H -2.718 -2.605 -1.873
C -0.279 3.013 2.036
O -0.218 4.092 2.427
C 2.701 -1.601 -0.082
H 3.545 -2.232 0.214
C 3.597 0.928 -1.397
C 3.875 0.365 1.740
C -3.879 0.445 -0.637
C -3.303 -2.311 0.940
C 3.179 2.414 -1.384
H 3.574 2.947 -0.508
H 3.574 2.907 -2.283
H 2.081 2.521 -1.386
C 5.121 0.766 -1.403
H 5.622 1.304 -0.588
H 5.413 -0.293 -1.380
H 5.506 1.189 -2.343
C 3.029 0.214 -2.634
H 3.447 0.686 -3.537
H 3.326 -0.844 -2.645
H 1.931 0.280 -2.683
C 4.164 1.869 1.921
H 3.246 2.476 1.875
H 4.614 2.029 2.912
H 4.877 2.249 1.177
C 3.027 -0.154 2.914
H 2.110 0.435 3.058
H 2.751 -1.209 2.784
H 3.603 -0.072 3.849
C 5.178 -0.439 1.708
H 5.847 -0.151 0.891
H 5.713 -0.249 2.651
H 4.991 -1.518 1.654
C -3.706 -1.703 2.302
H -4.105 -2.499 2.950
H -2.818 -1.284 2.803
H -4.451 -0.900 2.216
C -2.188 -3.349 1.180
H -1.873 -3.830 0.247
H -1.315 -2.900 1.672
H -2.585 -4.130 1.848
C -4.478 -3.011 0.247
H -4.700 -3.937 0.801
H -5.395 -2.414 0.256
H -4.233 -3.301 -0.784
C -3.832 0.670 -2.153
H -4.199 -0.206 -2.709
H -4.501 1.508 -2.406
H -2.827 0.938 -2.505
C -3.427 1.721 0.114
H -2.435 2.068 -0.218
H -4.141 2.534 -0.084
H -3.395 1.569 1.206
C -5.314 0.075 -0.253
H -5.674 -0.793 -0.819
H -5.450 -0.085 0.824
H -5.969 0.916 -0.529
Sr -0.096 0.307 0.871
N -0.338 1.384 -1.473
C -0.374 1.886 -2.531
C -0.371 2.677 -3.808
C 0.780 2.178 -4.682
C -1.700 2.482 -4.544
C -0.179 4.154 -3.453
H 1.745 2.331 -4.185
H 0.668 1.107 -4.894
H 0.800 2.715 -5.639
H -2.541 2.846 -3.943
H -1.692 3.039 -5.491
H -1.872 1.423 -4.773
H -0.190 4.776 -4.358
H -0.984 4.501 -2.793
H 0.776 4.313 -2.938
C -1.176 0.650 5.032
N -0.287 -0.504 5.156
C 0.376 -0.753 6.432
C 0.002 -1.226 4.081
O -0.371 -0.891 2.916
H -1.293 1.071 6.033
H -2.158 0.334 4.650
H -0.770 1.409 4.349
H 0.457 -1.833 6.612
H 1.393 -0.330 6.459
H -0.208 -0.273 7.220
H 0.587 -2.137 4.264